1.
{
  "formula": "C48H45Cr2F8O5",
  "method": "the ωB97M-V functional and the def2-TZVPD basis",
  "symbols": ["Cr", "Cr", "O", "H", "O", "H", "O", "H", "O", "H", "O", "H", "F", "C", "C", "C", "C", "C", "C", "H", "H", "H", "H", "H", "F", "C", "C", "C", "C", "C", "C", "H", "H", "H", "H", "H", "F", "C", "C", "C", "C", "C", "C", "H", "H", "H", "H", "H", "F", "C", "C", "C", "C", "C", "C", "H", "H", "H", "H", "H", "F", "C", "C", "C", "C", "C", "C", "H", "H", "H", "H", "H", "F", "C", "C", "C", "C", "C", "C", "H", "H", "H", "H", "H", "F", "C", "C", "C", "C", "C", "C", "H", "H", "H", "H", "H", "F", "C", "C", "C", "C", "C", "C", "H", "H", "H", "H", "H"],
  "positions_angstrom": [[-1.885, -17.319, -14.422], [1.266, -17.014, -14.442], [-1.766, -18.847, -13.532], [-2.609, -19.230, -13.816], [2.307, -18.078, -15.825], [2.717, -17.731, -16.654], [-0.637, -16.229, -13.532], [-0.754, -15.775, -12.661], [-0.331, -17.813, -15.651], [0.131, -18.654, -15.792], [-3.054, -17.020, -16.036], [-3.046, -17.868, -16.519], [0.294, -15.842, -9.843], [0.549, -15.836, -8.502], [0.892, -14.661, -7.914], [1.110, -14.639, -6.508], [0.910, -15.848, -5.829], [0.686, -17.078, -6.480], [0.374, -17.064, -7.823], [0.908, -13.775, -8.561], [1.243, -13.701, -5.993], [1.116, -15.850, -4.753], [0.431, -17.951, -5.968], [0.020, -17.997, -8.279], [-3.323, -16.392, -13.197], [-3.712, -16.126, -11.936], [-2.653, -15.979, -11.031], [-2.999, -15.686, -9.742], [-4.314, -15.684, -9.395], [-5.317, -15.871, -10.315], [-5.049, -15.981, -11.691], [-1.679, -16.245, -11.238], [-2.201, -15.594, -9.036], [-4.500, -15.606, -8.360], [-6.343, -15.747, -9.963], [-5.798, -16.131, -12.511], [3.938, -14.137, -16.199], [3.719, -14.798, -15.073], [2.560, -14.687, -14.307], [2.470, -15.515, -13.165], [3.429, -16.513, -12.901], [4.591, -16.584, -13.614], [4.768, -15.684, -14.715], [1.885, -13.853, -14.467], [1.642, -15.358, -12.468], [3.208, -17.337, -12.120], [5.356, -17.301, -13.401], [5.599, -15.648, -15.356], [-3.127, -20.238, -8.146], [-3.907, -20.932, -9.094], [-3.495, -22.203, -9.339], [-4.366, -23.019, -10.147], [-5.453, -22.439, -10.707], [-5.776, -21.089, -10.505], [-5.032, -20.340, -9.646], [-2.614, -22.627, -8.874], [-4.144, -24.059, -10.253], [-6.103, -23.021, -11.366], [-6.647, -20.644, -10.992], [-5.396, -19.337, -9.345], [-2.586, -13.478, -13.125], [-1.384, -12.905, -12.905], [-0.961, -11.943, -13.767], [0.311, -11.352, -13.594], [1.052, -11.744, -12.501], [0.602, -12.689, -11.572], [-0.607, -13.355, -11.761], [-1.694, -11.589, -14.503], [0.609, -10.589, -14.250], [2.011, -11.232, -12.399], [1.173, -12.877, -10.668], [-0.980, -13.925, -10.852], [0.986, -19.375, -12.643], [1.884, -20.308, -12.320], [1.549, -21.117, -11.257], [2.612, -21.861, -10.710], [3.799, -21.967, -11.345], [3.975, -21.296, -12.572], [3.042, -20.399, -13.054], [0.701, -20.874, -10.578], [2.486, -22.357, -9.814], [4.486, -22.574, -10.868], [4.924, -21.476, -13.073], [3.275, -19.870, -13.960], [0.750, -20.591, -15.876], [1.369, -21.823, -16.086], [2.482, -21.726, -16.823], [3.254, -22.852, -17.041], [2.812, -24.065, -16.485], [1.602, -24.129, -15.788], [0.859, -22.964, -15.579], [2.886, -20.785, -17.122], [4.212, -22.781, -17.495], [3.439, -24.981, -16.622], [1.258, -25.127, -15.436], [-0.091, -22.877, -15.144], [-3.018, -21.196, -14.434], [-2.525, -22.409, -14.267], [-2.790, -23.209, -15.310], [-2.453, -24.535, -15.153], [-1.814, -25.028, -13.985], [-1.618, -24.140, -12.976], [-1.989, -22.788, -13.135], [-3.002, -22.832, -16.334], [-2.632, -25.252, -15.957], [-1.692, -26.110, -13.980], [-1.174, -24.546, -12.083], [-1.928, -22.101, -12.312]],
  "forces_ev_per_angstrom": [[2.163, -0.329, -2.753], [-0.381, -1.227, -2.420], [-0.665, 1.561, -1.103], [-0.491, -1.006, 0.531], [0.107, 1.230, 0.607], [-0.638, -0.206, 1.242], [0.029, -0.398, -0.303], [-0.127, -0.375, -1.167], [-1.102, 1.685, 2.019], [-0.330, -0.382, 0.035], [1.647, -1.103, 3.310], [0.247, 0.496, -0.176], [-0.011, 0.138, -0.263], [-0.494, -1.944, 0.062], [0.197, 0.892, 0.714], [-1.252, -1.329, -1.208], [1.586, 0.239, 0.672], [-1.172, 2.332, -0.729], [0.603, 0.531, -0.424], [0.194, -0.248, 0.510], [0.272, -0.028, 0.094], [-0.350, -0.056, -0.350], [0.187, -1.215, 1.106], [0.235, 0.657, -0.255], [0.006, -0.475, -2.334], [1.114, 0.519, 1.374], [-2.950, -0.045, -0.207], [0.972, -0.517, -0.461], [-0.335, -0.069, 0.300], [-1.247, 1.030, -0.461], [-0.229, -0.880, 0.229], [1.834, -0.320, -0.665], [0.149, 0.132, 0.598], [-0.729, 0.275, 0.945], [0.205, -0.353, -0.230], [0.760, 0.340, 1.086], [-0.545, 0.721, -0.188], [1.330, -1.878, 0.907], [0.741, 0.379, 0.357], [-0.138, 0.015, -0.064], [-1.439, -1.488, 1.766], [0.660, 1.695, -2.476], [-2.419, -0.221, 1.655], [-0.213, -0.268, -0.078], [0.261, -0.033, -0.163], [0.457, 1.751, -1.030], [0.211, -0.327, 0.131], [1.149, -0.288, -0.488], [-1.062, -0.321, -1.272], [1.386, 0.936, 1.644], [-1.222, -1.617, -0.947], [1.853, 1.216, 1.449], [-1.445, 0.121, -1.361], [-0.521, -0.585, -0.485], [-0.071, 1.346, 0.822], [-0.074, 0.181, 0.048], [0.085, -0.396, -0.244], [0.205, 0.109, 0.289], [0.248, -0.280, 0.218], [0.694, -0.664, -0.233], [-0.006, 0.035, 0.141], [0.788, -1.512, 2.043], [0.058, 0.769, -0.512], [-1.771, -1.559, 1.005], [1.009, 0.554, -0.226], [-0.278, -0.086, -0.452], [-0.788, 1.179, 0.151], [0.550, -0.243, 0.059], [0.543, 0.823, -0.685], [-0.163, -0.326, 0.401], [0.059, -0.042, -0.185], [0.117, 0.437, -1.836], [-0.847, 1.143, -0.716], [-0.644, -0.500, 0.160], [0.909, 0.846, 1.828], [-1.645, 0.817, -1.341], [-0.754, 1.140, -1.841], [1.160, -0.736, 0.906], [0.757, -0.862, 0.170], [0.348, -0.347, -1.088], [-0.439, -0.965, 1.808], [1.822, -1.027, 0.329], [-0.262, 0.293, -0.199], [-0.459, 0.442, -0.243], [-0.360, -1.114, 0.240], [-0.908, 2.303, 0.079], [2.426, -0.150, -0.842], [-0.929, -1.009, 1.228], [0.603, -0.536, -0.412], [0.054, -0.800, -0.011], [0.474, -0.835, -0.351], [-0.237, 0.642, -0.202], [0.473, 0.014, -0.525], [-0.753, 0.880, 0.184], [0.139, 1.032, -0.157], [-1.052, -0.457, 0.898], [-0.336, 2.623, 0.290], [-1.448, 0.894, -1.514], [0.718, -2.210, -2.806], [0.529, -1.081, -0.265], [-1.744, 0.022, -1.930], [0.450, 0.117, 0.461], [1.423, -1.545, 3.268], [-0.471, -0.130, 1.121], [0.026, 0.350, 0.103], [0.476, 0.352, 0.556], [0.064, 0.475, 0.477], [0.186, 0.233, 0.248]],
  "lowdin_charge": [1.088, 0.850, -0.202, 0.028, -0.398, 0.004, -0.326, 0.024, -0.326, -0.003, -0.252, 0.021, 0.010, -0.290, -0.019, -0.047, -0.077, -0.068, -0.007, 0.108, 0.105, 0.109, 0.091, 0.123, -0.012, -0.255, -0.017, -0.056, -0.076, -0.053, 0.031, 0.068, 0.104, 0.106, 0.120, 0.152, 0.104, -0.265, -0.010, -0.183, -0.117, -0.035, 0.061, 0.124, 0.099, 0.152, 0.115, 0.110, -0.008, -0.251, -0.006, -0.072, -0.106, -0.087, -0.035, 0.117, 0.102, 0.112, 0.114, 0.127, 0.059, -0.262, -0.006, -0.059, -0.100, -0.091, -0.013, 0.133, 0.098, 0.113, 0.095, 0.115, 0.043, -0.309, 0.008, -0.087, -0.081, -0.049, -0.013, 0.130, 0.085, 0.086, 0.113, 0.107, 0.012, -0.265, -0.028, -0.059, -0.086, -0.060, -0.002, 0.115, 0.098, 0.116, 0.116, 0.075, 0.075, -0.382, -0.023, -0.065, -0.085, -0.067, -0.018, 0.147, 0.113, 0.112, 0.108, 0.120],
  "s_squared": 12.1478,
  "homo_lumo_gap_ev": [5.542, 7.391],
  "charge": 1,
  "multiplicity": 7,
  "homo_energy_ev": [-10.9608, -10.9608],
  "e_tot_ev": -139317.3511,
  "e_lumo_ha": [-0.19912, -0.13120]
}

2.
{
  "formula": "C48H45LiN2O6P2S",
  "method": "the ωB97M-V functional and the def2-TZVPD basis",
  "symbols": ["Li", "C", "P", "C", "C", "C", "C", "C", "C", "C", "C", "C", "C", "C", "C", "C", "C", "C", "C", "C", "P", "C", "C", "C", "C", "C", "C", "C", "C", "C", "C", "C", "C", "N", "H", "H", "H", "H", "H", "H", "H", "H", "H", "H", "H", "H", "H", "H", "H", "H", "H", "H", "H", "H", "H", "H", "H", "H", "H", "H", "C", "C", "O", "C", "C", "C", "C", "C", "C", "O", "H", "H", "H", "H", "H", "H", "H", "C", "C", "C", "C", "C", "C", "C", "S", "O", "O", "N", "C", "C", "C", "O", "O", "H", "H", "H", "H", "H", "H", "H", "H", "H", "H", "H", "H"],
  "positions_angstrom": [[1.085, -1.110, -0.803], [-0.128, 1.288, 2.030], [0.174, -0.548, 2.036], [-1.116, -0.852, 3.363], [-2.177, -1.699, 3.066], [-3.240, -1.866, 3.947], [-3.247, -1.196, 5.160], [-2.175, -0.374, 5.490], [-1.124, -0.206, 4.600], [1.623, -0.836, 3.161], [2.199, 0.076, 4.041], [3.282, -0.284, 4.837], [3.818, -1.562, 4.754], [3.264, -2.481, 3.868], [2.179, -2.118, 3.083], [-1.530, 1.359, 1.467], [-2.686, 2.050, 1.805], [-3.685, 1.632, 0.872], [-3.073, 0.687, 0.048], [-3.402, -0.065, -1.245], [-1.762, -0.866, -1.679], [-2.296, -1.587, -3.340], [-2.347, -0.635, -4.366], [-2.675, -0.980, -5.667], [-2.964, -2.302, -5.982], [-2.909, -3.263, -4.985], [-2.582, -2.910, -3.678], [-1.865, -2.477, -0.790], [-2.945, -2.920, -0.034], [-2.968, -4.206, 0.494], [-1.904, -5.073, 0.280], [-0.820, -4.647, -0.479], [-0.804, -3.366, -1.010], [-1.784, 0.526, 0.433], [0.595, 1.752, 1.356], [-0.058, 1.749, 3.017], [-2.166, -2.211, 2.120], [-4.070, -2.510, 3.676], [-4.080, -1.311, 5.845], [-2.167, 0.149, 6.441], [-0.301, 0.443, 4.878], [1.813, 1.089, 4.099], [3.716, 0.439, 5.520], [4.671, -1.835, 5.365], [3.688, -3.475, 3.782], [1.759, -2.816, 2.364], [-2.791, 2.782, 2.596], [-4.714, 1.968, 0.836], [-3.660, 0.623, -2.052], [-4.209, -0.795, -1.154], [-2.117, 0.402, -4.129], [-2.702, -0.222, -6.443], [-3.214, -2.581, -7.000], [-3.127, -4.300, -5.219], [-2.552, -3.685, -2.923], [-3.773, -2.252, 0.175], [-3.821, -4.531, 1.080], [-1.922, -6.069, 0.709], [0.009, -5.320, -0.668], [0.040, -3.053, -1.624], [4.205, 1.083, 1.143], [3.521, -0.012, 0.338], [2.287, -0.024, 0.333], [4.332, -0.985, -0.358], [5.711, -0.769, -0.564], [6.500, -1.664, -1.239], [5.912, -2.853, -1.732], [4.587, -3.112, -1.545], [3.705, -2.195, -0.859], [2.494, -2.481, -0.687], [3.434, 1.691, 1.614], [4.816, 1.716, 0.496], [4.841, 0.646, 1.915], [6.163, 0.147, -0.205], [7.550, -1.459, -1.408], [6.527, -3.559, -2.282], [4.124, -4.010, -1.941], [-1.161, 6.389, 2.264], [-1.143, 5.617, 0.970], [-2.299, 5.468, 0.211], [-2.297, 4.696, -0.941], [-1.125, 4.082, -1.341], [0.049, 4.247, -0.623], [0.032, 5.008, 0.533], [-1.107, 3.239, -2.899], [-2.415, 2.693, -3.140], [-0.621, 4.216, -3.849], [0.042, 2.101, -2.725], [1.062, 2.030, -3.798], [2.185, 1.069, -3.446], [1.671, -0.373, -3.624], [1.776, -0.862, -4.759], [1.139, -0.904, -2.599], [-2.119, 6.889, 2.409], [-0.369, 7.141, 2.288], [-1.003, 5.711, 3.106], [-3.219, 5.940, 0.540], [-3.197, 4.542, -1.524], [0.956, 3.759, -0.962], [0.939, 5.124, 1.116], [-0.329, 1.192, -2.420], [1.432, 3.042, -3.938], [0.621, 1.705, -4.745], [2.517, 1.216, -2.413], [3.009, 1.243, -4.136]],
  "forces_ev_per_angstrom": [[0.478, -0.094, 0.174], [-0.218, -0.089, -0.240], [-0.328, 0.046, 1.017], [-0.018, -0.112, -0.091], [0.029, 0.074, 0.053], [0.009, -0.008, 0.040], [0.026, -0.036, -0.040], [0.015, -0.003, -0.017], [0.001, -0.028, 0.018], [0.129, -0.036, -0.152], [0.061, 0.053, -0.047], [0.005, 0.001, -0.008], [-0.023, -0.002, -0.025], [-0.056, 0.040, 0.028], [0.003, 0.126, -0.026], [-0.047, -0.126, -0.131], [-0.061, 0.117, -0.086], [-0.100, -0.066, 0.077], [0.310, 0.006, -0.199], [0.352, 0.347, 0.778], [-1.137, -0.469, -0.634], [0.062, 0.368, -0.078], [0.064, 0.000, 0.018], [-0.087, -0.010, 0.017], [0.039, -0.045, 0.001], [-0.045, 0.057, 0.065], [-0.027, 0.072, 0.021], [0.266, -0.144, -0.073], [-0.068, 0.016, 0.076], [0.040, -0.005, -0.028], [-0.049, 0.051, -0.011], [-0.032, -0.062, 0.022], [0.042, 0.157, 0.051], [0.173, -0.046, -0.184], [0.066, 0.048, 0.040], [0.024, -0.031, 0.031], [-0.069, -0.058, -0.119], [0.037, 0.005, -0.010], [0.018, 0.004, -0.001], [0.015, -0.005, -0.014], [-0.031, -0.009, -0.014], [0.004, -0.052, -0.003], [-0.009, 0.006, -0.032], [-0.020, -0.005, -0.015], [-0.011, 0.020, -0.016], [0.089, 0.003, 0.032], [-0.062, -0.011, 0.003], [0.041, 0.035, -0.040], [0.060, -0.027, -0.067], [-0.025, -0.026, -0.067], [-0.034, -0.059, -0.069], [0.027, 0.017, 0.050], [0.015, 0.004, 0.023], [0.022, 0.017, 0.010], [0.014, -0.004, 0.038], [0.037, -0.004, -0.032], [0.020, 0.027, 0.020], [0.015, 0.006, -0.040], [0.021, 0.082, 0.035], [-0.043, -0.059, 0.013], [-0.085, -0.006, 0.017], [-0.020, 0.069, 0.018], [0.185, 0.374, -0.157], [-0.111, -0.115, -0.176], [-0.079, -0.061, -0.002], [0.093, -0.041, -0.031], [-0.069, 0.135, 0.079], [0.001, -0.045, -0.072], [0.005, -0.018, 0.219], [-0.060, -0.227, 0.038], [0.011, -0.024, -0.020], [0.013, -0.022, 0.045], [0.033, 0.039, -0.042], [-0.016, 0.016, 0.052], [-0.016, -0.001, 0.011], [-0.020, -0.022, 0.004], [0.022, 0.037, 0.030], [0.012, -0.096, -0.085], [-0.056, 0.061, 0.001], [0.052, -0.026, 0.042], [-0.057, -0.127, -0.006], [-0.058, -0.070, -0.024], [0.051, -0.095, 0.082], [-0.035, 0.027, -0.002], [0.175, 0.439, -0.186], [-0.064, -0.219, 0.215], [0.087, -0.125, 0.033], [-0.104, -0.096, -0.322], [0.045, 0.101, 0.002], [-0.254, -0.236, 0.362], [0.164, -0.326, -0.134], [-0.097, 0.050, 0.223], [0.121, 0.348, -0.509], [0.015, 0.013, 0.008], [-0.008, 0.000, 0.017], [-0.009, 0.036, 0.007], [0.012, -0.046, 0.011], [0.018, 0.014, 0.086], [-0.060, -0.001, 0.059], [-0.013, -0.044, -0.019], [0.099, 0.099, 0.095], [0.049, 0.041, 0.002], [-0.037, 0.035, -0.004], [0.004, 0.111, -0.073], [0.037, -0.035, -0.031]],
  "lowdin_charge": [0.519, -0.275, 1.109, -0.323, -0.081, -0.088, -0.118, -0.105, -0.094, -0.362, -0.114, -0.110, -0.118, -0.091, -0.094, -0.442, -0.105, -0.104, -0.400, -0.260, 1.096, -0.307, -0.101, -0.096, -0.123, -0.108, -0.080, -0.371, -0.115, -0.111, -0.109, -0.082, -0.113, -0.043, 0.059, 0.064, 0.065, 0.093, 0.086, 0.088, 0.085, 0.092, 0.090, 0.087, 0.095, 0.102, 0.072, 0.063, 0.059, 0.061, 0.076, 0.095, 0.085, 0.088, 0.091, 0.096, 0.093, 0.088, 0.102, 0.093, -0.014, -0.391, -0.099, -0.103, -0.074, -0.142, -0.121, -0.020, -0.382, -0.111, 0.071, 0.074, 0.084, 0.092, 0.075, 0.087, 0.103, -0.060, -0.280, -0.044, -0.048, -0.269, -0.049, -0.044, 0.617, -0.302, -0.310, -0.112, -0.221, -0.107, -0.689, -0.028, -0.188, 0.067, 0.071, 0.079, 0.107, 0.115, 0.114, 0.111, 0.057, 0.099, 0.122, 0.104, 0.109],
  "homo_lumo_gap_ev": 5.852,
  "charge": -2,
  "multiplicity": 1,
  "homo_energy_ev": -1.7597,
  "e_tot_ev": -95393.8399,
  "e_lumo_ha": 0.15038
}